[1]
{
  "formula": "C25H47Br2ClFO6PSi",
  "method": "the ωB97M-V functional and the def2-TZVPD basis",
  "smiles": "CC[C@@H](Br)[C@@]1(CCO[Si](C)(C)C)[C@H]([C@@H](Cl)CC)[C@]([C@H](C)F)(P(O)Br)O[C@]1(CCCOC)CCCC(=O)O",
  "fmax_ha_per_bohr": 0.0437,
  "homo_energy_ev": -8.678,
  "orbital_gap_ev": 9.09,
  "e_lumo_ev": 0.41,
  "spin_multiplicity": 1,
  "charge": 0,
  "symbols": ["C", "C", "C", "Cl", "C", "C", "C", "C", "F", "P", "O", "Br", "O", "C", "C", "C", "C", "O", "C", "C", "C", "C", "C", "O", "O", "C", "C", "C", "O", "Si", "C", "C", "C", "C", "Br", "C", "C", "H", "H", "H", "H", "H", "H", "H", "H", "H", "H", "H", "H", "H", "H", "H", "H", "H", "H", "H", "H", "H", "H", "H", "H", "H", "H", "H", "H", "H", "H", "H", "H", "H", "H", "H", "H", "H", "H", "H", "H", "H", "H", "H", "H", "H", "H", "H"],
  "coordinates": [[1.4938, -2.8143, 4.4084], [1.6026, -2.0548, 3.0878], [0.8346, -0.7305, 3.0815], [-0.9115, -1.1121, 3.2627], [1.3137, 0.2504, 1.9675], [1.3876, 1.7361, 2.4016], [2.8490, 2.1621, 2.8347], [3.7749, 1.0925, 3.3855], [2.7913, 3.0899, 3.9012], [0.3908, 2.4444, 3.9571], [0.4439, 3.9851, 3.4464], [-1.8082, 2.1137, 3.5980], [1.0253, 2.4880, 1.2543], [0.3172, 1.7221, 0.2493], [0.6839, 2.4659, -1.0565], [-0.1877, 2.2820, -2.3107], [0.5986, 2.4738, -3.6121], [-0.2168, 3.0186, -4.6300], [-0.7151, 2.0771, -5.5459], [-1.1939, 1.8140, 0.4892], [-1.7762, 3.2243, 0.5107], [-3.2793, 3.2570, 0.8614], [-4.0135, 2.0980, 0.2485], [-4.2624, 1.0768, 0.7809], [-4.3358, 2.3233, -1.0407], [0.8165, 0.2395, 0.4388], [-0.2508, -0.8775, 0.2966], [-0.8457, -1.3212, -1.0390], [-1.9324, -2.1877, -0.7508], [-1.8532, -3.8003, -1.1114], [-0.3736, -4.6366, -0.3073], [-3.4204, -4.5494, -0.4622], [-1.7172, -4.0810, -2.9547], [1.9960, -0.2018, -0.4956], [3.6866, 0.8077, -0.3348], [1.7515, -0.3196, -2.0131], [2.1968, -1.6659, -2.6132], [2.3279, -3.5095, 4.5199], [0.5705, -3.3936, 4.4613], [1.4985, -2.1278, 5.2607], [2.6545, -1.8220, 2.8896], [1.2220, -2.6944, 2.2846], [1.0879, -0.2208, 4.0190], [2.3339, -0.1181, 1.8881], [3.2756, 2.7165, 2.0003], [3.2946, 0.5593, 4.2133], [4.6555, 1.5984, 3.7859], [4.0986, 0.3758, 2.6405], [0.0889, 4.0970, 2.5505], [1.7381, 2.3118, -1.2920], [0.6165, 3.5213, -0.7715], [-0.9671, 3.0458, -2.3445], [-0.6898, 1.3124, -2.3128], [1.0281, 1.5260, -3.9633], [1.4315, 3.1665, -3.4469], [-1.4233, 2.5979, -6.1905], [0.0881, 1.6563, -6.1662], [-1.2411, 1.2506, -5.0469], [-1.6849, 1.2231, -0.2904], [-1.4587, 1.3248, 1.4281], [-1.2500, 3.8295, 1.2548], [-1.6441, 3.7225, -0.4496], [-3.7139, 4.1840, 0.4843], [-3.4313, 3.2021, 1.9405], [-4.8164, 1.5343, -1.3458], [-1.1120, -0.6115, 0.9003], [0.1635, -1.7788, 0.7564], [-1.2537, -0.4756, -1.6016], [-0.1137, -1.8295, -1.6727], [0.3526, -4.9894, -1.0455], [0.1551, -4.0121, 0.4184], [-0.7349, -5.5163, 0.2366], [-3.4967, -5.5921, -0.7872], [-4.3109, -4.0059, -0.7846], [-3.4060, -4.5490, 0.6325], [-1.6830, -5.1647, -3.1185], [-2.5757, -3.6799, -3.4993], [-0.7986, -3.6663, -3.3815], [2.3031, -1.1859, -0.1321], [2.3075, 0.4675, -2.5193], [0.7068, -0.1277, -2.2436], [2.7917, -1.5074, -3.5149], [2.8040, -2.2461, -1.9141], [1.3498, -2.2888, -2.9141]],
  "forces_ev_per_a": [[-0.1167, -0.0467, 0.0424], [-0.0899, -0.0267, 0.0195], [0.2174, 0.1004, 0.0869], [-0.0298, -0.0181, 0.2083], [-0.0281, -0.3332, -0.3998], [-0.2432, 0.0896, 0.1970], [-0.0845, -0.0816, 0.0441], [-0.1413, -0.0175, 0.0616], [-0.0553, 0.0758, -0.1385], [0.3040, 0.0809, -0.2493], [-0.3040, 0.0717, 0.1829], [-0.0047, -0.0595, 0.8451], [0.2290, -0.0224, -0.0027], [-0.2192, -0.0215, -0.2762], [0.0458, 0.1969, 0.0869], [0.0024, -0.0242, 0.0333], [0.0957, -0.1500, 0.0080], [0.0425, 0.2149, -0.0050], [-0.0896, -0.1712, -0.0547], [-0.0674, -0.2238, -0.1251], [-0.0342, 0.0484, -0.0419], [-0.0185, 0.1638, -0.0192], [0.5204, 1.6234, -0.6933], [-0.5115, -1.8769, 1.1202], [-0.2162, 0.0390, -0.4993], [0.1743, 0.0435, 0.2185], [-0.1023, 0.0808, -0.0867], [-0.1440, 0.0410, 0.0230], [0.1193, 0.0850, 0.0253], [-0.0479, -0.1863, -0.0806], [0.0591, -0.1037, 0.0677], [-0.0246, -0.0372, 0.2032], [0.0229, -0.0658, -0.0010], [-0.1405, -0.2219, 0.1393], [0.1385, 0.0248, 0.4413], [0.0338, 0.1000, -0.1551], [0.0137, 0.0109, -0.1467], [-0.0470, 0.0394, 0.0042], [0.0336, 0.0971, 0.0126], [0.0847, -0.0582, -0.0515], [-0.0691, -0.0834, -0.0468], [0.2386, 0.0809, -0.0629], [-0.0921, -0.0687, -0.0810], [0.1269, 0.3426, -0.0715], [0.0561, -0.1545, -0.0817], [0.0303, 0.0607, -0.0852], [-0.0575, -0.0608, -0.0679], [0.0766, -0.0422, -0.1397], [0.2805, -0.0973, 0.0394], [-0.0995, -0.0976, 0.0670], [0.1191, -0.0519, -0.0747], [-0.0729, -0.1246, 0.1187], [-0.0647, 0.1150, -0.0723], [0.0392, 0.1062, 0.0783], [-0.1248, 0.0247, -0.0202], [0.0523, -0.0471, 0.0184], [-0.0520, 0.0162, 0.0529], [0.0354, 0.0753, -0.0187], [-0.0146, 0.1280, -0.0419], [0.1653, -0.0379, -0.3696], [-0.1202, -0.0072, -0.1345], [0.0680, -0.0500, -0.0198], [0.0190, -0.0091, 0.0730], [0.0009, 0.0186, -0.2686], [0.1516, 0.1293, 0.0307], [0.0795, -0.0528, -0.0451], [-0.0424, 0.0790, -0.0401], [0.0713, -0.0451, -0.0144], [-0.1594, -0.0023, 0.1031], [-0.0272, 0.0666, 0.0520], [-0.0740, -0.0023, -0.0594], [0.0880, 0.0471, -0.0236], [-0.0579, 0.0858, -0.0066], [0.0554, -0.0580, -0.0388], [-0.0370, 0.0236, -0.0771], [-0.0249, 0.0904, -0.0680], [0.0740, -0.0130, 0.0102], [-0.0823, 0.0214, 0.0133], [-0.0791, 0.0936, 0.0659], [-0.0903, 0.0075, 0.1146], [0.1584, -0.0250, 0.0097], [0.0043, -0.0305, 0.0845], [-0.0032, 0.0517, -0.0562], [0.0777, 0.0160, 0.1104]]
}


[2]
{
  "formula": "C25H47BrCl2GaO2P2",
  "method": "the ωB97M-V functional and the def2-TZVPD basis",
  "fmax_ha_per_bohr": 0.0757,
  "e_above_lowest_ev": 0.346,
  "homo_energy_ev": -3.811,
  "orbital_gap_ev": 6.49,
  "e_lumo_ev": 2.67,
  "spin_multiplicity": 1,
  "charge": -1,
  "symbols": ["Ga", "Cl", "P", "C", "C", "C", "C", "H", "C", "H", "H", "H", "H", "H", "H", "H", "C", "C", "H", "H", "H", "H", "H", "H", "C", "H", "C", "H", "H", "H", "H", "H", "H", "Cl", "H", "P", "C", "C", "C", "C", "H", "C", "H", "H", "H", "H", "H", "H", "H", "C", "C", "H", "H", "H", "H", "H", "H", "C", "H", "C", "H", "H", "H", "H", "H", "H", "Br", "C", "C", "C", "C", "C", "C", "C", "O", "O", "H", "H", "H", "H"],
  "coordinates": [[0.3681, -0.4780, -0.6559], [-1.7838, -0.6852, -1.5181], [0.9713, -1.9907, -2.2947], [0.6037, -1.4647, -4.0291], [2.7819, -2.3535, -2.1273], [-0.1103, -3.4598, -1.9595], [0.6916, 0.0556, -4.2483], [-0.4513, -1.7602, -4.1714], [1.4924, -2.2200, -5.0228], [2.5385, -1.9043, -4.9333], [1.1524, -1.9971, -6.0433], [1.4444, -3.3084, -4.8861], [-0.1256, 0.5785, -3.7403], [0.6051, 0.2625, -5.3230], [1.6414, 0.4767, -3.8934], [-1.1135, -3.0485, -2.1742], [-0.1218, -3.8981, -0.4804], [0.1960, -4.5895, -2.9394], [-0.0915, -4.3152, -3.9580], [-0.3754, -5.4838, -2.6510], [1.2679, -4.8468, -2.9199], [0.7100, -3.4754, 0.1049], [-0.0528, -4.9976, -0.4128], [-1.0480, -3.5737, 0.0153], [3.6067, -1.1064, -2.4742], [3.0011, -3.1572, -2.8559], [3.1134, -2.8566, -0.7169], [3.4842, -0.7744, -3.5079], [4.6684, -1.3348, -2.3072], [3.3439, -0.2753, -1.7990], [2.8654, -2.0913, 0.0403], [4.1987, -3.0299, -0.6542], [2.6035, -3.7911, -0.4768], [2.3269, 0.4928, 0.2164], [0.4693, 0.7050, -1.6566], [-1.6055, 2.6716, 0.6558], [-3.3970, 2.3309, 0.8916], [-0.7571, 3.3147, 2.1910], [-1.3831, 3.7611, -0.8094], [-3.6410, 0.8451, 1.2181], [-3.8528, 2.5205, -0.1000], [-3.9926, 3.2764, 1.9297], [-3.6195, 3.0375, 2.9329], [-5.0829, 3.1706, 1.9458], [-3.7644, 4.3280, 1.7135], [-3.1158, 0.1954, 0.5056], [-4.7166, 0.6254, 1.1522], [-3.3049, 0.5829, 2.2316], [-1.9433, 3.2156, -1.5926], [0.0698, 3.8953, -1.3184], [-2.0664, 5.0960, -0.5222], [-3.1525, 4.9774, -0.4355], [-1.8771, 5.8095, -1.3331], [-1.6947, 5.5448, 0.4088], [0.6844, 3.0280, -1.0427], [0.5515, 4.8099, -0.9524], [0.0639, 3.9462, -2.4168], [-0.6474, 2.1661, 3.2040], [-1.3914, 4.1221, 2.6030], [0.6442, 3.8556, 1.8917], [-1.6047, 1.6825, 3.4373], [-0.2227, 2.5307, 4.1487], [0.0282, 1.3898, 2.8091], [1.2659, 3.0644, 1.4426], [1.1278, 4.1566, 2.8293], [0.6401, 4.7257, 1.2274], [-2.3812, -0.9204, 4.5992], [-0.5657, -1.4338, 4.4976], [0.1939, -1.6007, 5.6663], [1.5664, -1.8597, 5.5816], [2.1947, -1.9339, 4.3399], [1.4524, -1.7792, 3.1776], [0.0618, -1.6004, 3.2467], [-0.7488, -1.5402, 1.9822], [-1.7727, -2.1758, 1.7986], [-0.1528, -0.7167, 1.1281], [-0.3021, -1.5271, 6.6268], [2.1442, -1.9913, 6.5033], [3.2642, -2.1143, 4.2646], [1.9312, -1.7862, 2.1951]],
  "forces_ev_per_a": [[-0.5553, 2.0676, -0.1173], [-1.1917, -0.4905, -0.4423], [-0.0221, -0.4429, 1.1060], [-0.0898, 0.0616, 0.0383], [-0.2601, -0.6842, -0.7469], [0.1193, -0.0452, -0.5852], [-0.0993, 0.0814, -0.0589], [0.3507, 0.0328, 0.1036], [-0.0602, -0.1370, -0.2078], [-0.2196, -0.0954, -0.0967], [0.1265, -0.0264, 0.1577], [0.1066, 0.3190, -0.0679], [0.2793, -0.1833, 0.0218], [0.0508, -0.0991, 0.0610], [-0.2793, -0.1033, -0.0681], [0.4711, -0.0880, -0.0260], [0.1063, 0.0000, 0.2178], [-0.0700, -0.4263, 0.2495], [0.0738, -0.1195, 0.1068], [0.1491, 0.1172, -0.1781], [-0.3042, -0.0617, -0.0810], [-0.3490, -0.1842, -0.1557], [0.0062, 0.3687, 0.0117], [0.2925, -0.0627, -0.1868], [0.0869, 0.1926, 0.2939], [0.1552, 0.2056, 0.2359], [0.2131, 0.2082, 0.1091], [0.0123, -0.1013, 0.1070], [-0.1503, 0.0242, -0.0965], [0.0891, -0.3150, -0.3147], [0.0547, -0.3002, -0.3255], [-0.2391, 0.0143, -0.0090], [0.1134, 0.0620, -0.0548], [0.8789, -0.0459, 0.7626], [-0.0114, 0.7204, -0.1116], [2.3817, -3.0028, -0.6833], [-0.0758, 0.6015, 0.1242], [-1.0329, 0.7789, -0.0086], [-0.5945, 0.4792, 0.3970], [0.0251, 0.0779, -0.0535], [0.2087, 0.0743, 0.3218], [-0.6049, 0.0074, -0.0153], [-0.0186, 0.0622, -0.1422], [-0.0345, 0.0371, 0.1754], [-0.0191, -0.2077, 0.0751], [-0.1253, 0.2010, 0.2607], [0.1170, 0.0483, 0.0812], [-0.0291, 0.1275, -0.2731], [0.1099, 0.1608, 0.3824], [-0.0923, -0.1419, -0.0081], [0.0680, 0.5145, -0.6243], [0.1594, 0.0057, 0.0442], [-0.0934, 0.1503, 0.0189], [-0.0151, -0.0854, -0.1663], [-0.1813, 0.1799, -0.0294], [-0.1013, -0.1675, 0.0235], [-0.0062, 0.0579, 0.2204], [0.0730, -0.2020, -0.0888], [0.3789, -0.0794, 0.2318], [0.0684, -0.1702, -0.1215], [0.1545, 0.1857, -0.1347], [-0.0564, 0.0353, -0.0949], [-0.2436, 0.2044, 0.0346], [-0.1899, 0.2294, 0.0298], [-0.0906, -0.0385, -0.0541], [-0.0473, -0.1549, 0.0954], [0.0104, -0.1900, 0.3223], [1.3785, -0.5272, -0.2041], [-0.1120, 0.1261, -0.4119], [-0.2578, -0.0223, 0.1403], [-0.0730, 0.0182, -0.0051], [-0.4714, -0.1285, 0.0329], [-0.4802, 0.2658, 0.8208], [0.4146, 0.8305, -1.8603], [0.6631, 0.2125, 0.3681], [-0.5054, -1.2574, 1.0812], [0.1010, 0.0805, -0.0137], [-0.2431, 0.0538, -0.3669], [-0.1468, 0.0856, 0.0939], [-0.2047, 0.0199, 0.3320]]
}